1.
Formula: C49H49BBrClF4IKN5O5Te
Source: the OMol25 dataset
Level of theory: the ωB97M-V functional and the def2-TZVPD basis

Geometry (Å):
K -0.4727 0.4057 -0.9345
C -2.7553 0.4342 3.1350
N -3.6768 0.5263 2.0229
C -4.1159 -0.8202 1.6590
C -5.1920 -1.0704 0.6264
C -5.4646 -2.4139 0.3352
C -6.5644 -2.7301 -0.4301
C -7.3572 -1.7052 -0.9331
C -6.9875 -0.4090 -0.6392
N -5.9484 -0.0981 0.1323
C -4.6652 1.5717 2.1953
C -4.4581 2.7789 1.2898
C -4.8759 4.0380 1.7176
C -4.7068 5.1316 0.8841
C -4.1436 4.9329 -0.3637
C -3.7562 3.6452 -0.7135
N -3.8904 2.5967 0.0981
C -1.2816 0.6742 2.9156
C -0.5538 1.0676 4.0396
C 0.8090 1.2402 3.9532
C 1.4273 0.9839 2.7449
C 0.6345 0.5889 1.6845
N -0.6891 0.4639 1.7378
H -2.8214 -0.5697 3.5763
H -3.0674 1.1382 3.9131
H -4.4930 -1.3376 2.5601
H -3.2185 -1.3742 1.3697
H -4.8216 -3.1900 0.7334
H -6.8123 -3.7637 -0.6324
H -8.2220 -1.9081 -1.5515
H -7.5587 0.4368 -1.0146
H -4.6609 1.9438 3.2278
H -5.6629 1.1812 1.9998
H -5.3096 4.1658 2.7026
H -4.9965 6.1239 1.2092
H -3.9910 5.7513 -1.0553
H -3.3094 3.4456 -1.6800
H -1.0674 1.2355 4.9779
H 1.3821 1.5681 4.8126
H 2.4992 1.0799 2.6294
H 1.0769 0.3878 0.7250
O 0.2314 0.7412 -3.9226
Cl 0.2587 2.0563 -3.3768
O 1.1255 2.9065 -4.1412
O -1.0741 2.6025 -3.3941
O 0.7075 2.0153 -2.0045
Br -1.1326 4.8281 4.4336
C 0.6378 4.9843 3.7866
C 1.6144 5.4488 4.6549
C 2.9249 5.5768 4.2319
C 3.2602 5.2346 2.9254
C 2.2819 4.7786 2.0608
C 0.9607 4.6441 2.4707
I -0.4729 3.9884 1.0707
H 1.3349 5.7141 5.6659
H 3.6829 5.9458 4.9101
H 4.2823 5.3299 2.5839
H 2.5348 4.5179 1.0409
C 7.0145 -3.5487 2.6684
C 5.8362 -3.2598 1.7716
C 5.9956 -3.2065 0.3937
C 4.9289 -2.9282 -0.4584
C 5.1922 -2.9270 -1.9446
C 3.6564 -2.6848 0.0850
Te 1.7854 -2.5017 -1.3624
N -0.0107 -1.6263 -1.8947
C -0.8455 -2.6554 -1.9086
O -0.5750 -3.8044 -1.4726
C -2.1187 -2.4495 -2.6859
C -2.7394 -3.5831 -3.2061
C -3.7780 -3.4692 -4.1170
C -4.2083 -2.2144 -4.5248
C -3.6263 -1.0805 -3.9754
C -2.6005 -1.1927 -3.0519
C 2.7745 -0.9349 -2.4449
C 2.7632 -1.0567 -3.8496
C 2.0297 -2.1415 -4.5956
C 3.4010 -0.1005 -4.6291
C 4.0309 1.0009 -4.0743
C 4.5952 2.0795 -4.9577
C 4.0311 1.1184 -2.6972
C 3.4135 0.1779 -1.8768
C 3.4807 0.4504 -0.3949
C 3.4778 -2.7724 1.4703
C 2.1255 -2.5934 2.1180
C 4.5714 -3.0447 2.2941
H 7.7933 -4.0796 2.1191
H 6.7128 -4.1572 3.5224
H 7.4483 -2.6229 3.0566
H 6.9793 -3.3939 -0.0318
H 6.1527 -3.3993 -2.1632
H 5.2134 -1.9115 -2.3410
H 4.4058 -3.4690 -2.4728
H -2.3566 -4.5509 -2.9094
H -4.2512 -4.3576 -4.5218
H -4.9914 -2.1200 -5.2689
H -3.9560 -0.0958 -4.2846
H -2.1405 -0.2972 -2.6536
H 1.8750 -3.0315 -3.9911
H 2.5625 -2.4203 -5.5071
H 1.0456 -1.7524 -4.8718
H 3.3670 -0.1946 -5.7107
H 4.9200 1.6700 -5.9158
H 5.4345 2.5918 -4.4840
H 3.8040 2.8074 -5.1455
H 4.4942 1.9877 -2.2379
H 4.5217 0.4904 -0.0635
H 2.9816 -0.3231 0.1767
H 3.0194 1.4202 -0.1819
H 1.3666 -2.3177 1.3902
H 2.1539 -1.8263 2.8943
H 1.7926 -3.5173 2.5943
H 4.4159 -3.0927 3.3692
F -1.2716 -2.4926 2.2120
B -1.7487 -3.3199 3.2516
F -0.7594 -3.4375 4.2502
F -2.9082 -2.7108 3.8207
F -2.0968 -4.5875 2.7638

Values from the calculation:
2S+1	2
HOMO-LUMO gap (alpha / beta)	4.767 / 6.041	eV
total charge	-2
HOMO level (alpha / beta)	-1.5 / -2.8	eV
expectation value of S²	0.76

These are the Mulliken partial charges, in e, on atoms 1 to 99: atom 1 (K): 1.67, atom 2 (C): -2.22, atom 3 (N): 1.32, atom 4 (C): -0.80, atom 5 (C): 0.60, atom 6 (C): -0.89, atom 7 (C): -0.42, atom 8 (C): -0.59, atom 9 (C): -0.43, atom 10 (N): -0.18, atom 11 (C): -1.63, atom 12 (C): 0.77, atom 13 (C): -0.68, atom 14 (C): -0.46, atom 15 (C): -0.48, atom 16 (C): -0.53, atom 17 (N): 0.23, atom 18 (C): 0.79, atom 19 (C): -0.91, atom 20 (C): -1.20, atom 21 (C): -0.61, atom 22 (C): 1.63, atom 23 (N): 0.97, atom 24 (H): 0.52, atom 25 (H): 0.27, atom 26 (H): 0.45, atom 27 (H): 0.06, atom 28 (H): 0.52, atom 29 (H): 0.42, atom 30 (H): 0.37, atom 31 (H): 0.39, atom 32 (H): 0.31, atom 33 (H): 0.64, atom 34 (H): 0.39, atom 35 (H): 0.38, atom 36 (H): 0.42, atom 37 (H): 0.40, atom 38 (H): 0.53, atom 39 (H): 0.46, atom 40 (H): 0.64, atom 41 (H): -1.61, atom 42 (O): -0.55, atom 43 (Cl): 1.51, atom 44 (O): -0.75, atom 45 (O): -0.68, atom 46 (O): -0.66, atom 47 (Br): -0.15, atom 48 (C): 0.23, atom 49 (C): -0.47, atom 50 (C): -0.50, atom 51 (C): -0.67, atom 52 (C): -0.36, atom 53 (C): 0.00, atom 54 (I): 0.35, atom 55 (H): 0.38, atom 56 (H): 0.36, atom 57 (H): 0.38, atom 58 (H): 0.40, atom 59 (C): -1.59, atom 60 (C): 0.89, atom 61 (C): -1.04, atom 62 (C): 1.19, atom 63 (C): -1.44, atom 64 (C): -0.93, atom 65 (Te): 0.36, atom 66 (N): 0.12, atom 67 (C): 0.02, atom 68 (O): -0.84, atom 69 (C): 0.59, atom 70 (C): -0.35, atom 71 (C): -0.52, atom 72 (C): -0.45, atom 73 (C): -0.89, atom 74 (C): 0.15, atom 75 (C): 0.85, atom 76 (C): 0.82, atom 77 (C): -2.32, atom 78 (C): -0.76, atom 79 (C): 0.77, atom 80 (C): -1.76, atom 81 (C): -0.67, atom 82 (C): 0.95, atom 83 (C): -1.26, atom 84 (C): 1.65, atom 85 (C): -1.15, atom 86 (C): -0.93, atom 87 (H): 0.37, atom 88 (H): 0.37, atom 89 (H): 0.27, atom 90 (H): 0.28, atom 91 (H): 0.45, atom 92 (H): 0.15, atom 93 (H): 0.22, atom 94 (H): 0.44, atom 95 (H): 0.38, atom 96 (H): 0.39, atom 97 (H): 0.43, atom 98 (H): -0.15, atom 99 (H): 0.31

---

2.
Formula: C49H49Br2F6N3O2
Source: the OMol25 dataset
Level of theory: the ωB97M-V functional and the def2-TZVPD basis

Geometry (Å):
C -2.7778 -1.5013 2.0176
C -2.7845 0.0123 1.8148
C -3.2017 0.7414 3.0905
C -3.6111 0.4205 0.5954
C -4.9678 0.7212 0.7547
C -5.7954 0.8724 -0.3543
C -5.2728 0.7279 -1.6397
C -3.9165 0.4882 -1.8387
C -3.4137 0.3928 -3.2834
C -3.4014 1.7539 -3.9724
C -4.1717 -0.6594 -4.0879
C -3.0770 0.3693 -0.7117
N -1.6868 0.0658 -0.9147
N -1.3651 -0.9874 -1.7094
N -0.0053 -1.0365 -1.7114
C 0.6949 -2.0707 -2.4358
C 1.5838 -1.7329 -3.4778
C 1.6170 -0.3146 -4.0481
C 0.3384 -0.0108 -4.8310
C 2.8612 -0.0391 -4.8951
C 2.3543 -2.7486 -4.0472
C 2.1752 -4.0737 -3.6596
C 1.2066 -4.4032 -2.7140
C 0.4590 -3.4039 -2.0847
C -0.5498 -3.8170 -1.0087
C 0.1593 -4.3853 0.2169
C -1.6116 -4.7596 -1.5721
C 0.5167 -0.0480 -0.9132
C 1.9385 0.1145 -0.7401
C 2.7784 -0.9797 -0.4287
C 4.1363 -0.7833 -0.2571
C 4.9448 -1.9167 0.3139
F 6.2507 -1.8928 -0.0773
F 4.9322 -1.8835 1.6894
F 4.4337 -3.1404 -0.0503
C 4.7376 0.4403 -0.5314
C 3.9172 1.5050 -0.8830
C 4.5444 2.8272 -1.2409
F 3.6488 3.6945 -1.8023
F 5.0666 3.4542 -0.1336
F 5.5725 2.6769 -2.1340
C 2.5370 1.3882 -0.8840
C -0.5311 0.6826 -0.3866
C -0.4680 1.7333 0.5199
H -2.5176 -2.0228 1.0874
H -2.0512 -1.7865 2.7900
H -3.7737 -1.8464 2.3292
H -1.7553 0.3214 1.6133
H -3.2621 1.8231 2.9109
H -4.1766 0.3859 3.4479
H -2.4586 0.5673 3.8794
H -5.3800 0.8148 1.7602
H -6.8558 1.0870 -0.2227
H -5.9222 0.8077 -2.5138
H -2.3822 0.0482 -3.2221
H -2.8617 2.4857 -3.3610
H -2.8967 1.6875 -4.9439
H -4.4220 2.1259 -4.1299
H -4.1056 -1.6313 -3.5878
H -5.2305 -0.3964 -4.1964
H -3.7307 -0.7646 -5.0858
H 1.6602 0.3718 -3.1907
H -0.5548 -0.2388 -4.2387
H 0.3050 1.0487 -5.1152
H 0.2955 -0.6235 -5.7432
H 3.7736 -0.3060 -4.3477
H 2.8275 -0.6065 -5.8339
H 2.9186 1.0290 -5.1418
H 3.0863 -2.5049 -4.8221
H 2.7830 -4.8590 -4.1114
H 1.0234 -5.4437 -2.4396
H -1.0755 -2.9073 -0.7058
H 0.9453 -3.7003 0.5624
H -0.5484 -4.5298 1.0429
H 0.6332 -5.3481 -0.0204
H -2.1431 -4.2693 -2.3950
H -1.1596 -5.6816 -1.9570
H -2.3439 -5.0154 -0.7987
H 2.3459 -1.9674 -0.2969
H 5.8128 0.5556 -0.4628
H 1.9006 2.2527 -1.0486
H 0.5089 2.1516 0.7108
H -1.3825 2.2236 0.8197
C -1.0712 -2.1562 6.0775
O -0.5354 -2.0329 4.7418
C 0.3069 -0.9922 4.4889
C 0.3315 0.1764 5.2846
C 0.8644 1.3347 4.7553
C 1.4225 1.3536 3.4431
C 1.7845 2.5398 2.7566
C 1.4942 3.8564 3.1835
C 2.4290 4.9223 2.9328
C 2.1981 6.2066 3.3348
Br 3.4939 7.5604 3.1322
C 0.8944 6.6110 3.9424
O 0.6070 7.7871 4.1940
C -0.0335 5.4816 4.2164
Br -1.6768 5.9017 5.0432
C 0.2749 4.1971 3.8584
C 1.6422 0.0927 2.8124
C 1.0683 -1.0565 3.2967
H -1.5935 -3.1118 6.0661
H -0.2653 -2.1664 6.8267
H -1.7723 -1.3403 6.2980
H -0.1297 0.1803 6.2756
H 0.8421 2.2422 5.3553
H 2.5038 2.4259 1.9400
H 3.3585 4.6808 2.4198
H -0.4475 3.4132 4.0829
H 2.2367 0.0663 1.8990
H 1.1462 -2.0060 2.7676

Values from the calculation:
2S+1	1
relative energy (zero: lowest compared OMol25 entry of this formula, charge and spin)	0.0	kJ/mol
HOMO-LUMO gap	5.217	eV
total charge	0
HOMO level	-6.6	eV

These are the Mulliken partial charges, in e, on atoms 1 to 99: atom 1 (C): -0.92, atom 2 (C): 3.75, atom 3 (C): -1.84, atom 4 (C): 0.26, atom 5 (C): -1.12, atom 6 (C): -1.31, atom 7 (C): -0.44, atom 8 (C): 0.68, atom 9 (C): 1.99, atom 10 (C): -1.50, atom 11 (C): -1.61, atom 12 (C): -0.17, atom 13 (N): 1.23, atom 14 (N): -1.53, atom 15 (N): 1.92, atom 16 (C): -0.64, atom 17 (C): 0.21, atom 18 (C): 2.18, atom 19 (C): -1.14, atom 20 (C): -2.20, atom 21 (C): -0.70, atom 22 (C): -1.63, atom 23 (C): -0.39, atom 24 (C): 0.79, atom 25 (C): 2.30, atom 26 (C): -1.28, atom 27 (C): -1.59, atom 28 (C): -0.93, atom 29 (C): 0.65, atom 30 (C): -0.62, atom 31 (C): 0.19, atom 32 (C): 0.58, atom 33 (F): -0.28, atom 34 (F): -0.26, atom 35 (F): -0.25, atom 36 (C): -1.28, atom 37 (C): -0.39, atom 38 (C): 0.56, atom 39 (F): -0.28, atom 40 (F): -0.24, atom 41 (F): -0.27, atom 42 (C): -0.26, atom 43 (C): 1.89, atom 44 (C): -1.98, atom 45 (H): 0.11, atom 46 (H): 0.00, atom 47 (H): 0.36, atom 48 (H): -1.45, atom 49 (H): 0.42, atom 50 (H): 0.46, atom 51 (H): 0.14, atom 52 (H): 0.28, atom 53 (H): 0.37, atom 54 (H): 0.33, atom 55 (H): -1.17, atom 56 (H): 0.36, atom 57 (H): 0.39, atom 58 (H): 0.35, atom 59 (H): 0.36, atom 60 (H): 0.34, atom 61 (H): 0.42, atom 62 (H): -0.56, atom 63 (H): -0.05, atom 64 (H): 0.41, atom 65 (H): 0.32, atom 66 (H): 0.47, atom 67 (H): 0.44, atom 68 (H): 0.41, atom 69 (H): 0.40, atom 70 (H): 0.40, atom 71 (H): 0.39, atom 72 (H): -1.20, atom 73 (H): 0.20, atom 74 (H): 0.43, atom 75 (H): 0.31, atom 76 (H): 0.35, atom 77 (H): 0.29, atom 78 (H): 0.44, atom 79 (H): 0.38, atom 80 (H): 0.63, atom 81 (H): 0.87, atom 82 (H): 0.11, atom 83 (H): 0.31, atom 84 (C): -0.96, atom 85 (O): -0.37, atom 86 (C): 0.39, atom 87 (C): -0.82, atom 88 (C): -0.55, atom 89 (C): -0.20, atom 90 (C): -0.76, atom 91 (C): 0.75, atom 92 (C): -0.44, atom 93 (C): -0.46, atom 94 (Br): -0.14, atom 95 (C): 0.71, atom 96 (O): -0.65, atom 97 (C): -0.45, atom 98 (Br): -0.16, atom 99 (C): -0.41